No. 1
Below is a single C24H26ClN3O4S molecule, with properties calculated with wB97M-V/def2-TZVPD.

Values from the calculation:
highest occupied orbital energy	-8.742	eV
orbital gap	8.97	eV
SMILES	O=C(NC[C@@H](c1ccco1)N1CCCCC1)c1cccc(S(=O)(=O)Nc2ccccc2Cl)c1
total charge	0
F_max	0.99	eV/A
energy relative to the best compared isomer or geometry (same formula, charge and spin)	70.8	kJ/mol

Each line ends with the Löwdin charge.
Cartesian coordinates (Å):
O -1.023 -1.062 3.268  0.075
C -0.976 -0.064 2.578  -0.462
N -2.051 0.505 1.991  0.096
C -3.278 -0.204 1.740  -0.101
C -3.471 -0.363 0.210  -0.221
C -3.837 0.994 -0.316  -0.263
C -3.081 2.065 -0.702  -0.029
C -3.995 3.107 -0.997  -0.048
C -5.232 2.599 -0.757  -0.113
O -5.146 1.321 -0.343  0.057
N -2.256 -0.847 -0.433  -0.115
C -1.818 -2.149 0.050  -0.174
C -0.426 -2.460 -0.494  -0.175
C -0.433 -2.461 -2.018  -0.199
C -1.015 -1.143 -2.516  -0.166
C -2.382 -0.909 -1.883  -0.179
C 0.299 0.673 2.295  -0.107
C 1.225 0.936 3.297  0.009
C 2.402 1.607 3.004  -0.040
C 2.672 2.004 1.704  -0.046
C 1.763 1.700 0.709  -0.259
S 2.099 2.167 -0.988  0.670
O 1.143 1.520 -1.834  -0.288
O 2.257 3.585 -1.093  -0.272
N 3.630 1.533 -1.268  -0.064
C 3.948 0.260 -0.818  -0.335
C 3.038 -0.783 -0.966  -0.021
C 3.349 -2.054 -0.520  -0.063
C 4.574 -2.309 0.074  -0.079
C 5.493 -1.285 0.227  -0.102
C 5.175 -0.012 -0.209  -0.588
Cl 6.315 1.279 0.010  0.713
C 0.583 1.043 0.983  -0.008
H -1.906 1.310 1.399  0.118
H -3.222 -1.165 2.254  0.120
H -4.131 0.353 2.142  0.133
H -4.335 -1.037 0.044  0.164
H -2.016 2.101 -0.817  0.112
H -3.754 4.093 -1.338  0.103
H -6.213 3.020 -0.843  0.119
H -1.767 -2.150 1.137  0.100
H -2.523 -2.942 -0.262  0.134
H -0.104 -3.429 -0.108  0.115
H 0.267 -1.700 -0.129  0.094
H 0.578 -2.602 -2.406  0.101
H -1.050 -3.290 -2.377  0.113
H -1.120 -1.160 -3.602  0.116
H -0.354 -0.315 -2.254  0.085
H -2.795 0.031 -2.248  0.115
H -3.072 -1.722 -2.180  0.131
H 1.008 0.616 4.304  0.125
H 3.110 1.822 3.790  0.111
H 3.575 2.540 1.461  0.115
H 4.360 2.221 -1.142  0.072
H 2.098 -0.571 -1.447  0.094
H 2.632 -2.850 -0.641  0.100
H 4.819 -3.301 0.419  0.105
H 6.451 -1.466 0.689  0.106
H -0.085 0.799 0.171  0.098

No. 2
Below is a molecular structure, C24H26CrN3O6P, with properties calculated with wB97M-V/def2-TZVPD.

Values from the calculation:
highest occupied orbital energy (alpha / beta)	-3.861 / -1.230	eV
orbital gap (alpha / beta)	6.45 / 3.81	eV
<S²>	4.05
total charge	-1
F_max	1.85	eV/A
energy relative to the best compared isomer or geometry (same formula, charge and spin)	118.7	kJ/mol
multiplicity	4

Each line ends with the Löwdin charge.
Cartesian coordinates (Å):
Cr -0.061 -0.045 0.314  0.457
O -3.789 -0.206 1.876  0.004
C -2.864 0.072 1.125  -0.715
O -1.637 0.167 1.473  -0.197
C -3.160 0.374 -0.364  -0.214
P -1.645 -0.119 -1.314  0.947
C -2.147 -1.770 -1.911  -0.349
C -1.400 -2.862 -1.483  -0.085
C -1.792 -4.146 -1.810  -0.090
C -2.946 -4.350 -2.556  -0.106
C -3.696 -3.266 -2.986  -0.100
C -3.302 -1.980 -2.666  -0.105
C -1.867 0.873 -2.843  -0.346
C -2.102 2.249 -2.752  -0.117
C -2.193 3.028 -3.887  -0.106
C -2.009 2.461 -5.138  -0.113
C -1.686 1.113 -5.238  -0.099
C -1.602 0.331 -4.102  -0.100
H -3.317 1.452 -0.454  0.074
H -4.063 -0.144 -0.698  0.085
H -0.501 -2.677 -0.905  0.085
H -1.203 -4.994 -1.486  0.097
H -3.262 -5.355 -2.803  0.091
H -4.590 -3.423 -3.575  0.094
H -3.876 -1.130 -3.011  0.107
H -2.222 2.705 -1.778  0.095
H -2.417 4.084 -3.800  0.095
H -2.107 3.064 -6.029  0.089
H -1.507 0.675 -6.210  0.095
H -1.344 -0.715 -4.183  0.104
C 0.725 -0.820 4.136  0.014
C 1.635 -0.437 3.032  -0.303
N 1.256 0.042 1.861  0.097
C 2.382 0.412 1.181  -0.229
C 3.512 0.037 1.910  -0.062
N 2.994 -0.430 3.114  0.181
C 4.933 -0.071 1.684  -0.462
O 5.396 0.106 0.428  0.105
O 5.701 -0.331 2.609  0.068
C 2.395 -0.251 -0.993  -0.664
O 3.479 -0.341 -1.553  0.047
O 1.432 -1.039 -0.942  -0.041
H -0.284 -0.872 3.734  0.084
H 0.751 -0.064 4.924  0.089
H 1.007 -1.780 4.569  0.082
H 3.593 -0.780 3.845  0.165
H 4.700 0.030 -0.267  0.068
C 1.709 2.492 -1.841  -0.018
C 2.379 2.300 -0.475  -0.555
C 1.670 3.160 0.578  -0.024
C 3.868 2.662 -0.556  -0.027
N 2.131 0.908 -0.106  -0.013
H 1.693 3.541 -2.122  0.086
H 0.684 2.116 -1.795  0.062
H 2.250 1.933 -2.602  0.089
H 1.639 4.203 0.273  0.083
H 2.185 3.093 1.534  0.082
H 0.648 2.794 0.707  0.080
H 3.978 3.720 -0.792  0.083
H 4.352 2.082 -1.340  0.080
H 4.371 2.464 0.389  0.076

No. 3
Below is a molecular structure, C24H26F5FeISSi, with properties calculated with wB97M-V/def2-TZVPD.

Values from the calculation:
highest occupied orbital energy (alpha / beta)	-1.384 / -1.383	eV
orbital gap (alpha / beta)	6.08 / 6.08	eV
total charge	-2
F_max	3.17	eV/A
energy relative to the best compared isomer or geometry (same formula, charge and spin)	148.6	kJ/mol

Each line ends with the Löwdin charge.
Cartesian coordinates (Å):
Fe -1.065 0.241 0.830  -0.011
C -1.834 -1.256 -1.094  -0.287
C -2.940 -0.672 -0.457  -0.308
C -2.872 0.732 -0.646  -0.299
C -1.696 1.014 -1.381  -0.277
C -1.058 -0.217 -1.666  -0.262
C 0.120 -0.444 -2.569  -0.035
C -1.311 2.357 -1.927  -0.065
C -3.940 1.720 -0.261  -0.067
C -4.088 -1.397 0.181  -0.079
C -1.572 -2.716 -1.301  -0.047
H 0.847 -1.122 -2.120  0.048
H 0.633 0.492 -2.801  0.067
H -0.205 -0.894 -3.517  0.075
H -1.858 2.572 -2.855  0.073
H -0.244 2.403 -2.156  0.063
H -1.533 3.150 -1.212  0.004
H -3.756 2.167 0.720  0.033
H -4.921 1.236 -0.229  0.063
H -3.985 2.538 -0.986  0.069
H -4.473 -0.833 1.034  0.031
H -3.785 -2.381 0.546  0.063
H -4.913 -1.543 -0.530  0.070
H -0.510 -2.943 -1.215  0.044
H -1.891 -3.036 -2.302  0.077
H -2.103 -3.328 -0.567  0.061
F 4.532 4.512 0.767  0.071
C 3.194 4.400 0.915  -0.170
C 2.570 3.175 0.812  -0.159
F 3.313 2.083 0.557  0.088
C 1.203 3.078 0.944  -0.228
F 0.681 1.838 0.862  0.012
C 0.353 4.183 1.153  -0.639
S -1.348 4.055 1.242  0.533
C 1.048 5.405 1.268  -0.265
F 0.364 6.533 1.516  0.044
C 2.416 5.514 1.149  -0.167
F 3.013 6.721 1.251  0.074
I -2.284 0.283 3.071  0.165
C 1.500 -0.958 2.792  -0.256
Si 0.337 -1.563 1.379  0.505
C -0.374 -3.134 2.211  -0.251
C 1.680 -2.285 0.204  -0.287
C 2.635 -1.429 -0.364  -0.121
C 3.575 -1.879 -1.283  -0.111
C 3.582 -3.212 -1.677  -0.131
C 2.655 -4.087 -1.125  -0.117
C 1.716 -3.623 -0.207  -0.129
H 2.097 -1.786 3.199  0.010
H 0.917 -0.518 3.606  -0.013
H 2.199 -0.195 2.425  0.000
H 0.446 -3.779 2.552  0.013
H -1.015 -3.717 1.538  -0.001
H -0.977 -2.856 3.079  -0.007
H 2.645 -0.383 -0.065  0.091
H 4.299 -1.188 -1.703  0.092
H 4.316 -3.572 -2.390  0.082
H 2.663 -5.133 -1.412  0.084
H 1.002 -4.323 0.216  0.086

No. 4
Below is a single C24H26FN3O3S molecule, with properties calculated with wB97M-V/def2-TZVPD.

Values from the calculation:
highest occupied orbital energy	-8.224	eV
orbital gap	7.22	eV
SMILES	O=C(CN1C(=O)/C(=C/c2ccccc2F)Sc2ccccc21)NCCCN1CCOCC1
total charge	0
F_max	19.01	eV/A
energy relative to the best compared isomer or geometry (same formula, charge and spin)	2169.9	kJ/mol

Each line ends with the Löwdin charge.
Cartesian coordinates (Å):
O -1.476 -4.195 0.619  0.091
C -1.099 -3.131 1.030  -0.432
C 0.083 -2.736 1.801  -0.246
N 0.958 -2.170 1.199  0.025
C 1.015 -0.818 1.292  -0.335
O 0.038 -0.144 1.741  -0.017
C 2.044 0.042 0.585  -0.232
C 1.889 1.437 0.664  -0.084
C 2.764 2.306 0.211  -0.249
C 2.306 3.393 -0.601  0.097
C 3.232 4.656 -1.005  -0.024
C 4.543 4.473 -0.807  -0.012
C 4.977 3.509 0.495  0.076
C 4.098 2.540 0.668  -0.340
F 4.462 1.732 1.649  0.032
S 3.782 -0.715 0.301  1.030
C 3.208 -2.377 -0.123  -0.424
C 4.139 -3.135 -0.924  -0.168
C 3.712 -4.169 -1.490  -0.049
C 2.331 -4.740 -0.980  -0.030
C 1.609 -4.049 -0.280  -0.116
C 1.935 -2.780 0.183  -0.062
N -1.861 -1.937 0.944  0.156
C -3.176 -2.126 -0.008  -0.116
C -2.940 -1.488 -1.200  -0.235
C -2.309 -0.151 -1.008  -0.229
N -3.023 0.915 -0.489  -0.250
C -2.251 1.936 0.194  -0.143
C -3.057 2.695 1.196  -0.121
O -4.207 3.545 0.509  -0.179
C -5.027 2.463 -0.261  -0.005
C -4.052 1.345 -1.226  -0.153
H -0.210 -2.394 2.670  0.113
H 0.397 -3.857 2.157  0.213
H 0.752 1.796 0.811  0.169
H 1.258 3.309 -0.897  0.097
H 2.723 5.183 -1.670  0.038
H 5.044 5.316 -0.735  0.028
H 6.075 3.412 0.749  0.132
H 4.987 -2.434 -1.029  0.102
H 4.493 -4.885 -1.884  0.127
H 2.250 -5.873 -1.275  0.156
H 0.816 -4.476 -0.092  0.032
H -1.607 -1.197 1.338  -0.021
H -3.835 -1.269 0.628  0.170
H -3.603 -3.141 0.057  0.124
H -2.275 -2.038 -1.594  0.046
H -3.815 -1.174 -2.062  0.205
H -1.355 -0.037 -0.553  0.087
H -2.063 0.479 -2.139  0.187
H -1.463 1.465 1.010  0.164
H -1.757 2.575 -0.534  0.122
H -2.568 3.500 1.748  0.126
H -3.401 2.196 1.927  0.037
H -5.772 2.871 -0.579  -0.025
H -5.352 1.542 0.639  0.179
H -4.677 0.844 -1.532  -0.032
H -3.687 2.162 -2.041  0.168

These records have E values of -61328.254 -79779.668 -100098.869 -49455.068 eV, in the order they appear.